No. 1
This record from the Open Molecules 2025 dataset describes 10 unconnected molecules or ions with the total composition C49H58BN10 at a distorted geometry. The level of theory is the ωB97M-V functional and the def2-TZVPD basis.

Lowest unoccupied orbital energy, Eh: 0.069
Net charge: -1
Gap between HOMO and LUMO, eV: 5.86
E_HOMO, eV: -3.996
Maximum force, eV/Å: 2.55

Structure (XYZ):
```
118
Properties=species:S:1:pos:R:3:forces:R:3
B 6.798724 1.442951 -4.367564 -0.454 0.550 -0.212
C 5.825039 2.423503 -5.259310 -1.278 0.743 -0.849
C 4.460952 1.614029 -5.785324 0.297 1.357 0.141
C 3.206418 2.223848 -4.918013 0.025 -1.177 -0.035
C 2.027619 1.088428 -4.578806 0.996 1.274 0.111
N 1.015453 1.840941 -3.691186 0.347 0.258 -0.956
H 6.928377 1.907621 -3.272437 0.326 0.318 0.770
H 6.348406 0.345039 -4.223327 -0.429 -0.754 -0.018
H 7.825118 1.358696 -4.933292 1.320 -0.211 -0.363
H 6.351641 2.902751 -6.208125 -1.010 -0.881 1.821
H 5.520125 3.327363 -4.541561 0.204 -1.616 -1.817
H 4.376786 1.829986 -6.950570 -0.380 -0.456 2.317
H 4.546308 0.449898 -5.651913 -0.023 2.320 -0.043
H 3.581666 2.585591 -3.843834 -0.600 -0.874 -2.324
H 2.782078 3.181290 -5.443292 0.543 -1.957 0.991
H 1.542377 0.630020 -5.539935 0.793 0.960 1.748
H 2.526623 0.215456 -3.963671 -0.950 1.690 -1.249
H 0.080519 1.878883 -4.153077 1.061 0.070 0.516
H 1.382806 2.830089 -3.554646 -0.759 -1.743 -0.435
N -2.148191 1.449222 -4.781579 -1.060 -0.112 -0.230
C -2.999035 1.089244 -3.795763 0.713 0.243 -0.551
C -4.354476 0.874719 -3.987868 -0.098 0.024 -0.281
C -4.872535 1.042752 -5.267664 0.029 -0.003 0.023
C -4.021753 1.414962 -6.303398 -0.144 -0.080 0.242
C -2.679880 1.603008 -6.013696 0.482 -0.058 0.764
H -2.547672 0.973940 -2.814623 -0.064 0.076 -0.087
H -4.990819 0.584149 -3.159681 0.087 0.049 -0.026
H -5.930365 0.884767 -5.456576 0.113 0.024 0.029
H -4.394574 1.554502 -7.311763 0.061 -0.007 0.077
H -1.974990 1.890385 -6.788843 -0.067 -0.021 0.032
N 1.951432 5.492926 -4.733002 -0.689 1.044 0.053
C 2.501407 6.697461 -4.464726 -0.220 -0.935 -0.161
C 1.785516 7.883695 -4.442457 -0.302 -0.025 -0.065
C 0.422589 7.835121 -4.715529 -0.010 -0.023 0.003
C -0.172335 6.609655 -4.997333 0.122 0.298 0.064
C 0.625960 5.477129 -4.992482 0.947 -0.141 0.153
H 3.568234 6.683688 -4.261375 -0.067 -0.004 -0.014
H 2.278719 8.822672 -4.218117 -0.015 -0.087 -0.020
H -0.171213 8.744518 -4.708594 0.054 -0.084 -0.003
H -1.232007 6.538289 -5.214745 0.079 -0.029 0.029
H 0.207679 4.496768 -5.202822 0.007 0.034 0.018
N -3.593278 0.666760 0.044222 -0.492 -0.838 0.215
C -4.589036 0.642304 0.957031 0.676 0.076 -0.576
C -5.250050 -0.511921 1.345583 0.083 -0.193 -0.129
C -4.871350 -1.715767 0.760914 -0.033 -0.016 -0.035
C -3.850356 -1.722637 -0.183882 -0.222 0.047 0.187
C -3.246375 -0.517593 -0.504798 -0.112 0.785 0.298
H -4.850416 1.607006 1.382107 -0.025 -0.053 0.010
H -6.041219 -0.473112 2.085720 0.065 0.037 -0.031
H -5.367433 -2.641010 1.039262 0.118 0.128 -0.011
H -3.532333 -2.644141 -0.658182 0.019 0.094 0.043
H -2.442174 -0.471383 -1.233794 -0.049 -0.097 0.111
N 0.554295 -2.283316 0.027721 0.501 0.648 0.215
C 1.393014 -2.213332 1.084605 -0.563 -0.104 -0.652
C 2.271375 -1.164112 1.303159 -0.042 0.158 -0.169
C 2.295992 -0.123369 0.380800 -0.064 -0.061 0.016
C 1.445409 -0.167755 -0.719042 0.188 0.100 0.182
C 0.599618 -1.257459 -0.849787 -0.063 -0.672 0.565
H 1.338742 -3.050700 1.774192 0.058 0.059 0.020
H 2.920815 -1.158765 2.171177 -0.056 -0.072 -0.066
H 2.972130 0.715496 0.517890 -0.065 -0.103 -0.063
H 1.440855 0.627295 -1.456023 -0.074 -0.045 -0.111
H -0.085649 -1.336400 -1.689124 0.107 0.064 -0.003
N -4.832345 4.496025 -1.948866 0.748 0.628 0.270
C -3.826181 3.901402 -1.271069 -0.801 0.140 -0.477
C -2.699485 4.570538 -0.820558 0.041 0.343 -0.043
C -2.593707 5.932263 -1.083264 0.024 -0.037 0.028
C -3.612796 6.572517 -1.780866 0.143 -0.150 0.113
C -4.702321 5.819145 -2.187411 -0.156 -0.887 0.116
H -3.953576 2.837464 -1.093686 0.137 0.077 0.051
H -1.923113 4.042694 -0.278448 -0.088 -0.012 -0.083
H -1.724564 6.490110 -0.747037 -0.081 -0.067 -0.054
H -3.560074 7.632530 -2.001907 -0.019 -0.082 0.003
H -5.525244 6.273846 -2.731795 0.072 0.014 0.026
N 4.261424 -3.280355 4.516749 -0.392 0.342 0.930
C 3.729890 -4.194346 5.357846 0.314 0.396 -0.742
C 3.199090 -3.882353 6.599240 0.042 0.374 0.083
C 3.216700 -2.552809 7.007286 0.005 -0.015 0.013
C 3.759176 -1.588653 6.163937 -0.111 -0.200 0.170
C 4.262874 -1.997522 4.939590 0.059 -0.844 -0.404
H 3.742270 -5.218252 4.995738 0.005 0.076 0.084
H 2.782510 -4.657223 7.232717 0.028 0.042 -0.075
H 2.810891 -2.270149 7.974278 0.039 -0.019 -0.100
H 3.788311 -0.544181 6.452896 0.001 -0.085 -0.053
H 4.693459 -1.282110 4.244544 -0.021 -0.017 0.079
N -3.318284 -4.078532 2.599361 0.344 -0.989 -0.086
C -2.159808 -4.221958 1.919128 -0.727 0.384 0.408
C -1.541662 -5.442384 1.698668 -0.113 -0.301 0.122
C -2.144305 -6.587161 2.209359 0.020 0.035 -0.017
C -3.336953 -6.471590 2.916006 0.194 0.014 -0.122
C -3.880694 -5.207936 3.081645 0.324 0.786 -0.295
H -1.726966 -3.299384 1.543409 0.057 -0.095 -0.053
H -0.612700 -5.498888 1.142707 -0.089 0.084 0.032
H -1.688634 -7.561354 2.057827 -0.046 0.106 0.016
H -3.831259 -7.344478 3.327094 0.020 0.083 -0.027
H -4.812139 -5.066052 3.622559 0.049 -0.056 -0.015
N -6.932345 0.664934 4.765638 0.819 0.496 0.301
C -5.926181 0.070311 5.443435 -0.735 0.311 -0.466
C -4.799485 0.739447 5.893946 -0.006 0.275 -0.057
C -4.693707 2.101172 5.631240 -0.002 -0.008 0.005
C -5.712796 2.741426 4.933638 0.187 -0.151 0.141
C -6.802321 1.988054 4.527093 -0.189 -0.878 0.097
H -6.053576 -0.993627 5.620818 0.056 0.075 -0.004
H -4.023113 0.211603 6.436056 -0.077 0.026 -0.076
H -3.824564 2.659019 5.967467 -0.096 -0.070 -0.051
H -5.660074 3.801439 4.712597 -0.021 -0.101 0.000
H -7.625244 2.442755 3.982709 0.087 0.000 0.031
N 5.090253 -7.258491 4.975600 0.986 -0.470 0.195
C 5.570766 -7.489338 6.217038 -0.390 0.186 -0.837
C 6.838111 -7.988118 6.472383 0.112 -0.045 -0.218
C 7.664042 -8.272136 5.389946 -0.011 0.004 -0.036
C 7.196865 -8.046789 4.099179 0.087 -0.053 0.310
C 5.915693 -7.542148 3.944753 -0.678 0.243 0.558
H 4.887573 -7.255096 7.028233 0.075 -0.010 -0.015
H 7.172874 -8.151602 7.490452 -0.050 0.024 -0.083
H 8.663548 -8.665572 5.550717 -0.112 0.050 -0.019
H 7.815750 -8.258377 3.234611 -0.081 0.044 0.068
H 5.506843 -7.345780 2.957540 0.074 -0.013 0.075
```
Forces are in eV/Å.

No. 2
This record from the Open Molecules 2025 dataset describes 2 unconnected molecules or ions with the total composition C49H58N4O5 at a distorted geometry. The level of theory is the ωB97M-V functional and the def2-TZVPD basis.

Lowest unoccupied orbital energy, Eh: -0.005
Gap between HOMO and LUMO, eV: 5.81
E_HOMO, eV: -5.955
Maximum force, eV/Å: 3.24

Structure (XYZ):
```
116
Properties=species:S:1:pos:R:3:forces:R:3
C -0.890595 -5.799812 3.655468 -0.546 0.428 -0.203
O -2.051703 -5.050433 3.249819 0.433 -0.063 0.261
C -1.878123 -3.868733 2.600191 0.252 0.499 -0.536
C -0.622274 -3.324512 2.250883 -0.645 -0.590 0.402
C -0.571225 -2.184770 1.465674 -0.599 0.791 -0.447
C -1.743599 -1.544422 1.000389 -0.049 -1.123 0.891
C -1.665177 -0.382694 0.144062 -1.978 -0.669 -0.989
N -2.642670 -0.118241 -0.810741 2.166 2.398 0.284
C -3.552370 -1.033866 -1.441177 -0.684 -0.191 -0.657
C -4.870983 -0.613439 -1.703618 -0.245 0.031 0.387
C -5.367199 0.819823 -1.478578 0.493 0.072 0.194
C -6.310967 0.917440 -0.279971 -0.014 -0.156 0.077
C -5.985246 1.420796 -2.744378 0.096 -0.167 -0.089
C -5.783453 -1.565145 -2.159952 0.174 -0.270 -0.158
C -5.388744 -2.877583 -2.418174 -0.049 0.114 0.099
C -4.049365 -3.235924 -2.294482 -0.207 0.275 -0.053
C -3.101500 -2.309115 -1.863886 0.369 0.250 -0.051
C -1.620534 -2.682879 -2.000312 -0.035 0.303 0.704
C -1.142667 -2.580615 -3.448520 -0.208 0.112 -0.116
C -1.317726 -4.061372 -1.415334 0.057 -0.160 0.088
N -2.448917 1.106313 -1.361005 0.254 -1.818 -0.865
N -1.273938 1.544432 -0.863987 -0.585 -0.956 0.525
C -0.761701 2.818461 -1.294224 -0.231 0.179 -0.542
C -1.488556 3.988889 -0.998578 -0.071 -0.011 0.469
C -2.755333 3.931607 -0.139831 -0.129 -0.373 -0.435
C -3.772070 5.028919 -0.463651 0.062 0.012 -0.081
C -2.442703 3.895561 1.352594 0.186 -0.022 0.111
C -1.020909 5.202513 -1.494862 0.148 -0.013 -0.120
C 0.127470 5.261588 -2.285847 0.017 -0.121 0.106
C 0.812333 4.093358 -2.603401 -0.206 0.148 0.123
C 0.356119 2.855814 -2.145176 0.019 -0.404 -0.122
C 1.002839 1.582195 -2.705037 -0.289 0.007 0.326
C 2.430538 1.380527 -2.208272 0.208 0.046 0.193
C 0.944213 1.582592 -4.237292 -0.186 0.103 0.051
C -0.736765 0.658141 0.091101 1.471 1.660 0.424
C 0.430898 0.889188 0.793816 -1.074 0.069 -0.542
C -3.000590 -2.080995 1.413262 0.720 0.642 -0.260
C -3.065485 -3.195393 2.212990 0.679 -0.769 0.310
H -1.310060 -6.696814 4.111369 0.238 0.074 -0.028
H -0.265735 -6.064009 2.791166 -0.153 0.058 0.167
H -0.297528 -5.237938 4.389283 -0.106 -0.121 -0.136
H 0.308232 -3.797879 2.576571 -0.365 0.132 -0.170
H 0.387757 -1.779696 1.147953 -0.210 -0.189 0.046
H -4.477778 1.418001 -1.262220 -0.443 -0.062 0.011
H -5.822130 0.519630 0.618083 -0.146 0.067 -0.090
H -6.580430 1.964262 -0.085082 0.004 -0.239 -0.073
H -7.228581 0.338507 -0.454325 0.136 0.160 0.088
H -5.266166 1.371265 -3.569330 -0.151 0.000 0.059
H -6.894845 0.884898 -3.044147 0.126 0.164 0.022
H -6.233530 2.476618 -2.580926 -0.024 -0.216 0.017
H -6.819925 -1.261125 -2.316622 0.283 -0.139 0.015
H -6.120449 -3.615559 -2.745021 0.146 0.181 0.061
H -3.720599 -4.242963 -2.557055 -0.126 0.321 0.014
H -1.041569 -1.958377 -1.420689 -0.029 -0.118 -0.138
H -1.317159 -1.570049 -3.836350 0.040 -0.164 -0.034
H -0.067350 -2.793077 -3.508568 -0.225 0.002 0.021
H -1.684184 -3.295647 -4.081946 0.140 0.136 0.043
H -1.825511 -4.202547 -0.454985 0.088 0.005 -0.112
H -1.638168 -4.857796 -2.100365 0.097 0.082 0.156
H -0.238151 -4.163388 -1.240790 -0.231 -0.033 -0.113
H -3.232716 2.977660 -0.402128 0.012 0.275 0.167
H -3.983983 5.064801 -1.538066 0.039 0.046 0.138
H -4.715819 4.822296 0.056054 0.203 0.070 -0.037
H -3.418017 6.017294 -0.144387 -0.122 -0.150 -0.039
H -1.751122 3.078393 1.583155 -0.037 0.095 0.040
H -1.980398 4.839034 1.673450 -0.085 -0.177 -0.023
H -3.364750 3.741625 1.926986 0.171 0.065 -0.071
H -1.576207 6.113705 -1.271141 0.202 -0.233 -0.103
H 0.470512 6.219646 -2.674684 -0.059 -0.204 0.107
H 1.683838 4.120491 -3.259939 -0.249 0.074 0.195
H 0.407503 0.738326 -2.338623 0.099 0.037 -0.105
H 2.446951 1.260825 -1.119828 0.040 0.009 -0.186
H 2.865502 0.473921 -2.650686 -0.061 0.206 0.060
H 3.063037 2.239428 -2.471360 -0.056 -0.171 -0.012
H -0.089628 1.716515 -4.575725 0.165 -0.015 -0.021
H 1.544895 2.404457 -4.647300 -0.084 -0.229 -0.005
H 1.318476 0.634456 -4.638956 -0.002 0.154 0.071
H 1.032025 1.749375 0.524891 -0.059 -0.022 0.395
H 0.538877 0.351851 1.718335 0.270 0.063 -0.153
H -3.922275 -1.590571 1.100569 0.194 -0.101 0.114
H -4.011691 -3.609297 2.554797 0.139 0.087 -0.163
C 5.685506 -3.559694 -1.210898 0.283 -0.222 -0.056
C 4.308618 -3.043998 -0.907589 0.164 0.060 0.006
O 4.484535 -2.005972 0.085329 -0.600 -0.141 0.119
C 3.326380 -1.507569 0.539164 -1.670 -0.235 -1.053
C 3.544538 -0.484158 1.598480 0.147 0.348 0.396
C 2.696887 -0.327587 2.638084 0.933 -0.915 -0.944
C 3.111116 0.280116 3.912917 -0.076 0.935 1.131
C 3.361600 1.657082 4.080697 -0.199 -0.448 -0.091
C 3.839832 2.150355 5.288702 0.015 0.037 0.054
C 4.104261 1.281912 6.358757 -0.133 -0.265 -0.649
C 4.655348 1.762549 7.595045 1.084 0.821 2.066
N 5.130601 2.131743 8.599423 -1.076 -0.773 -2.155
C 3.854207 -0.086221 6.201865 -0.135 -0.059 0.081
C 3.308053 -0.568959 5.019363 0.038 0.131 -0.583
C 4.849780 0.260136 1.524999 0.880 -0.235 0.776
O 5.560451 0.518419 2.478948 -0.807 -0.182 -0.674
O 5.184990 0.599249 0.267679 -0.276 0.217 0.746
C 6.394421 1.383489 0.226323 0.102 0.041 -0.208
C 6.750927 1.530139 -1.224668 0.179 0.045 -0.400
O 2.240784 -1.894115 0.115471 1.410 0.498 0.853
H 5.614166 -4.291981 -2.014803 0.097 -0.035 -0.031
H 6.360596 -2.758545 -1.524885 -0.145 -0.070 0.008
H 6.120277 -4.052732 -0.336581 -0.042 0.080 -0.101
H 3.829822 -2.613428 -1.798187 0.024 -0.088 0.324
H 3.665676 -3.833076 -0.495288 0.071 0.288 -0.153
H 1.751516 -0.861556 2.563885 0.218 -0.075 0.303
H 3.169209 2.334610 3.245898 0.129 -0.175 0.276
H 4.037376 3.215878 5.403828 -0.084 -0.277 -0.029
H 4.098572 -0.775186 7.010181 -0.178 0.208 -0.162
H 3.076222 -1.629975 4.902636 0.181 0.279 0.139
H 6.201586 2.356709 0.698469 0.074 -0.292 -0.016
H 7.173081 0.856638 0.789708 -0.170 0.219 -0.090
H 7.623988 2.179327 -1.324910 -0.055 -0.028 -0.009
H 7.005497 0.558275 -1.660852 -0.096 0.145 0.039
H 5.927107 1.969368 -1.798572 0.132 -0.086 0.128
```
Forces are in eV/Å.